#i
Formula: C6H16NO
Source: the Open Molecules 2025 dataset
Level of theory: ωB97M-V/def2-TZVPD

Calculated values
E_HOMO   -0.509 Eh
Charge   +1

Each atom is followed by the atoms it is bonded to, with distances in Å.
Cartesian coordinates (Å):
1 C -2.66 -0.47 0.65  O2 1.409, C3 1.523, H9 1.105, H10 1.097
2 O -3.05 0.42 1.67  C1 1.409, H11 0.966
3 C -1.81 0.33 -0.33  C1 1.523, C4 1.586, H12 1.081, H13 1.084
4 C -0.36 0.54 0.28  C3 1.586, C5 1.432, H14 1.093, H15 1.093
5 C 0.46 -0.64 0.23  C4 1.432, C6 1.457, H17 1.092
6 C 0.81 -1.26 -1.05  C5 1.457, C7 1.587, H18 1.092, H19 1.097
7 C 2.12 -0.61 -1.66  C6 1.587, H20 1.088, H21 1.078, H23 1.082
8 N 2.30 1.85 0.94  H16 0.991, H22 1.010, H24 1.009
9 H -2.09 -1.30 1.10  C1 1.105
10 H -3.44 -1.04 0.13  C1 1.097
11 H -3.73 0.01 2.22  O2 0.966
12 H -2.25 1.31 -0.47  C3 1.081
13 H -1.72 -0.22 -1.26  C3 1.084
14 H 0.13 1.37 -0.25  C4 1.093
15 H -0.57 0.74 1.33  C4 1.093
16 H 1.88 0.96 1.09  N8 0.991
17 H 0.34 -1.39 1.00  C5 1.092
18 H 0.89 -2.34 -0.94  C6 1.092
19 H 0.01 -1.13 -1.79  C6 1.097
20 H 2.96 -0.87 -1.02  C7 1.088
21 H 2.22 -0.81 -2.71  C7 1.078
22 H 2.38 2.34 1.82  N8 1.010
23 H 1.99 0.45 -1.45  C7 1.082
24 H 3.19 1.76 0.47  N8 1.009

#ii
Formula: C6H16NO
Source: the Open Molecules 2025 dataset
Level of theory: ωB97M-V/def2-TZVPD

Calculated values
E_HOMO   -0.366 Eh
Charge   +1

Each atom is followed by the atoms it is bonded to, with distances in Å.
Cartesian coordinates (Å):
1 C -0.31 -0.61 -1.46  C2 1.415, C3 1.670, H8 1.112, H9 1.162
2 C 0.64 -1.24 -0.62  C1 1.415, C3 1.740, H10 1.097, H11 1.107
3 C 0.62 0.50 -0.63  C1 1.670, C2 1.740, H12 1.110, H18 1.330, H23 1.058
4 C 1.12 -0.76 3.41  C5 1.382, H14 1.126, H15 1.111
5 C 0.97 -2.08 3.05  C4 1.382, C6 1.372, H13 1.228
6 C 1.65 -2.66 2.01  C5 1.372, H16 1.119, H17 1.038
7 N -2.62 3.59 -3.25  H19 1.009, H20 1.039, H21 1.081
8 H -1.34 -0.30 -1.16  C1 1.112
9 H -0.24 -0.93 -2.57  C1 1.162
10 H 0.29 -1.59 0.36  C2 1.097
11 H 1.33 -1.85 -1.24  C2 1.107
12 H -0.14 1.26 -0.36  C3 1.110
13 H 0.55 -2.92 3.84  C5 1.228
14 H 0.75 -0.42 4.42  C4 1.126
15 H 2.02 -0.24 3.02  C4 1.111
16 H 2.45 -2.13 1.43  C6 1.119
17 H 1.72 -3.69 1.92  C6 1.038
18 H 1.20 0.44 0.56  C3 1.330
19 H -3.10 4.41 -2.93  N7 1.009
20 H -2.24 2.88 -2.59  N7 1.039
21 H -2.40 3.62 -4.31  N7 1.081
22 H -2.43 2.16 -0.48  O24 0.997
23 H 1.46 0.82 -1.20  C3 1.058
24 O -1.92 1.75 -1.23  H22 0.997

In terms of stability, #i leads; the second structure lies 193.7 kcal/mol higher.

#i
Formula: C3H10NO
Source: the Open Molecules 2025 dataset
Level of theory: ωB97M-V/def2-TZVPD

Calculated values
E_HOMO   -0.483 Eh
Charge   +1

Each atom is followed by the atoms it is bonded to, with distances in Å.
Cartesian coordinates (Å):
1 N 0.91 1.84 -1.39  H2 1.019, H3 1.070, H4 1.020, H5 1.016
2 H 1.06 1.50 -2.34  N1 1.019
3 H 0.10 1.30 -0.95  N1 1.070
4 H 1.75 1.62 -0.85  N1 1.020
5 H 0.78 2.85 -1.35  N1 1.016
6 C -0.89 -1.08 1.70  C7 1.321, H10 1.077, H11 1.082
7 C -0.34 -0.67 0.57  C6 1.321, O8 1.417, C9 1.502
8 O -0.99 0.30 -0.24  C7 1.417, H12 0.966
9 C 0.95 -1.19 0.00  C7 1.502, H13 1.087, H14 1.090, H15 1.096
10 H -0.37 -1.80 2.31  C6 1.077
11 H -1.86 -0.71 2.00  C6 1.082
12 H -1.69 0.67 0.31  O8 0.966
13 H 1.06 -2.24 0.25  C9 1.087
14 H 0.96 -1.08 -1.09  C9 1.090
15 H 1.80 -0.62 0.39  C9 1.096

#ii
Formula: C3H10NO
Source: the Open Molecules 2025 dataset
Level of theory: ωB97M-V/def2-TZVPD

Calculated values
E_HOMO   -0.509 Eh
Charge   +1

Each atom is followed by the atoms it is bonded to, with distances in Å.
Cartesian coordinates (Å):
1 C 0.52 -0.68 2.54  N2 1.514, H3 1.086, H4 1.085, H5 1.078
2 N -0.56 0.15 1.89  C1 1.514, H6 1.020, H7 1.024, H8 1.022
3 H 0.50 -1.65 2.04  C1 1.086
4 H 1.46 -0.27 2.17  C1 1.085
5 H 0.30 -0.72 3.60  C1 1.078
6 H -1.48 -0.14 2.23  N2 1.020
7 H -0.56 0.15 0.87  N2 1.024
8 H -0.47 1.13 2.18  N2 1.022
9 O 0.76 0.39 -0.82  C10 1.213
10 C 0.56 -0.04 -1.93  O9 1.213, C11 1.493, H12 1.095
11 C -0.35 0.55 -2.95  C10 1.493, H13 1.092, H14 1.089, H15 1.087
12 H 1.06 -0.98 -2.20  C10 1.095
13 H -0.15 1.62 -3.09  C11 1.092
14 H -1.38 0.43 -2.62  C11 1.089
15 H -0.19 0.06 -3.91  C11 1.087

In terms of stability, #ii leads; the second structure lies 1.6 kcal/mol higher.

#i
Formula: C3H10NO
Source: the Open Molecules 2025 dataset
Level of theory: ωB97M-V/def2-TZVPD

Calculated values
E_HOMO   -0.523 Eh
Charge   +1
SMILES string   [NH3+]CCCO

Each atom is followed by the atoms it is bonded to, with distances in Å.
Cartesian coordinates (Å):
1 C -0.24 0.19 1.05  C2 1.544, N5 1.534, H6 1.088, H7 1.089
2 C 0.40 -0.86 0.13  C1 1.544, C3 1.533, H8 1.101, H9 1.072
3 C 1.31 -0.32 -0.98  C2 1.533, O4 1.475, H10 1.144, H11 1.103
4 O 0.84 0.98 -1.50  C3 1.475, H12 1.040
5 N -1.70 0.53 0.71  C1 1.534, H13 1.030, H14 1.020, H15 0.997
6 H 0.38 1.08 1.02  C1 1.088
7 H -0.16 -0.21 2.06  C1 1.089
8 H 0.90 -1.53 0.84  C2 1.101
9 H -0.24 -1.55 -0.40  C2 1.072
10 H 2.28 0.03 -0.49  C3 1.144
11 H 1.47 -1.04 -1.80  C3 1.103
12 H 0.76 1.00 -2.54  O4 1.040
13 H -2.25 0.23 1.53  N5 1.030
14 H -2.00 -0.03 -0.09  N5 1.020
15 H -1.74 1.49 0.46  N5 0.997

#ii
Formula: C3H10NO
Source: the Open Molecules 2025 dataset
Level of theory: ωB97M-V/def2-TZVPD

Calculated values
E_HOMO   -0.477 Eh
Charge   +1

Each atom is followed by the atoms it is bonded to, with distances in Å.
Cartesian coordinates (Å):
1 C 0.24 0.10 -2.01  N2 1.493, H3 1.091, H4 1.080, H5 1.079
2 N 0.51 -0.97 -1.00  C1 1.493, H6 1.020, H7 1.038, H8 1.019
3 H 0.23 1.06 -1.48  C1 1.091
4 H -0.79 -0.02 -2.30  C1 1.080
5 H 0.97 0.12 -2.80  C1 1.079
6 H 1.38 -0.89 -0.48  N2 1.020
7 H -0.20 -1.06 -0.26  N2 1.038
8 H 0.44 -1.86 -1.50  N2 1.019
9 C 0.63 0.77 1.85  C10 1.338, H12 1.075, H13 1.079
10 C -0.69 0.55 1.75  C9 1.338, O11 1.385, H14 1.079
11 O -1.28 -0.56 1.18  C10 1.385, H15 0.966
12 H 1.35 0.62 1.06  C9 1.075
13 H 0.85 1.28 2.77  C9 1.079
14 H -1.42 1.23 2.16  C10 1.079
15 H -2.22 -0.38 1.05  O11 0.966

In terms of stability, #i leads; the second structure lies 16.5 kcal/mol higher.

#i
Formula: C3H10NO
Source: the Open Molecules 2025 dataset
Level of theory: ωB97M-V/def2-TZVPD

Calculated values
E_HOMO   -0.571 Eh
Charge   +1

Each atom is followed by the atoms it is bonded to, with distances in Å.
Cartesian coordinates (Å):
1 C -0.85 1.44 -0.07  O2 1.467, C3 1.517, H4 1.089, H5 1.085
2 O -1.03 0.37 0.91  C1 1.467, H6 0.953
3 C -0.23 0.97 -1.37  C1 1.517, H7 1.093, H8 1.087, H9 1.092
4 H -1.82 1.88 -0.29  C1 1.089
5 H -0.22 2.17 0.42  C1 1.085
6 H -1.96 0.17 0.95  O2 0.953
7 H -0.84 0.16 -1.77  C3 1.093
8 H -0.19 1.78 -2.10  C3 1.087
9 H 0.79 0.59 -1.25  C3 1.092
10 C 1.67 -1.50 0.94  N11 1.267, H12 1.084, H13 1.084
11 N 0.48 -1.71 0.54  C10 1.267, H14 1.014, H15 1.116
12 H 1.88 -0.51 1.32  C10 1.084
13 H 2.41 -2.29 0.90  C10 1.084
14 H 0.16 -2.64 0.32  N11 1.014
15 H -0.27 -0.88 0.55  N11 1.116

#ii
Formula: C3H10NO
Source: the Open Molecules 2025 dataset
Level of theory: ωB97M-V/def2-TZVPD

Calculated values
E_HOMO   -0.521 Eh
Charge   +1

Each atom is followed by the atoms it is bonded to, with distances in Å.
Cartesian coordinates (Å):
1 C -2.30 -0.04 0.34  N2 1.481, H3 1.092, H4 1.083, H5 1.084
2 N -1.07 -0.15 -0.48  C1 1.481, H6 1.029, H7 1.037, H8 1.023
3 H -1.97 -0.25 1.36  C1 1.092
4 H -3.01 -0.83 0.13  C1 1.083
5 H -2.72 0.95 0.38  C1 1.084
6 H -0.36 0.57 -0.27  N2 1.029
7 H -0.46 -0.97 -0.32  N2 1.037
8 H -1.24 -0.21 -1.48  N2 1.023
9 C 1.67 1.09 0.23  C10 1.335, H12 1.085, H13 1.082
10 C 2.09 -0.04 -0.34  C9 1.335, O11 1.429, H14 1.080
11 O 1.42 -1.23 0.09  C10 1.429, H15 0.947
12 H 1.26 1.02 1.24  C9 1.085
13 H 1.75 2.05 -0.26  C9 1.082
14 H 2.84 -0.22 -1.10  C10 1.080
15 H 2.09 -1.75 0.49  O11 0.947

In terms of stability, #i leads; the second structure lies 10.5 kcal/mol higher.